Record 1
This record from the OMol25 dataset describes 7 unconnected molecules or ions with the total composition C13H36N7O16P2. The level of theory is ωB97M-V/def2-TZVPD.

Values from the calculation:
- LUMO energy: -2.44 eV
- Total charge: +1
- 2S+1: 1

Each line ends with the Mulliken charge.
Element x y z (Å)
C: -2.8155 0.5187 0.7639  -1.130
C: -1.5096 -0.0600 1.3273  -0.448
P: -0.2806 -0.2313 -0.0369  0.114
C: 1.3061 -0.2960 0.8611  -1.286
C: -0.4180 -1.9945 -0.5989  0.060
C: -1.8292 -2.4343 -0.9564  -1.036
O: -1.9745 -3.8629 -0.9417  -0.546
C: -0.8414 -4.6476 -1.2638  0.441
P: -0.4522 -4.5272 -3.0499  0.655
O: -0.2319 -3.1410 -3.4801  -0.678
O: 0.7444 -5.5529 -3.2714  -0.515
O: -1.6372 -5.3224 -3.7337  -0.523
C: 0.3393 -4.3517 -0.3125  -1.002
N: 0.0785 -3.0508 0.3793  -0.112
H: -3.3480 -0.1796 0.1161  0.326
H: -3.4971 0.7884 1.5699  0.202
H: -2.6027 1.4078 0.1729  0.385
H: -1.6729 -0.9691 1.9143  0.376
H: -1.0676 0.6941 1.9835  0.388
H: 2.1120 -0.5941 0.1863  0.436
H: 1.3089 -0.9765 1.7211  0.464
H: 1.5224 0.7146 1.1979  0.338
H: 0.2308 -2.0845 -1.4710  0.344
H: -2.0869 -2.0236 -1.9327  0.343
H: -2.5515 -2.0859 -0.2211  0.482
H: -1.1478 -5.6804 -1.0975  0.571
H: 1.6068 -5.1117 -3.2694  0.374
H: -2.2855 -4.7097 -4.1125  0.391
H: 1.3061 -4.2916 -0.8078  0.399
H: 0.4227 -5.1182 0.4516  0.379
H: 0.9195 -2.7243 0.8550  0.346
H: -0.6597 -3.1968 1.0696  0.456
C: 3.6695 4.2027 -0.4070  -0.678
N: 3.0376 2.9544 0.0972  0.871
O: 3.6257 2.3114 0.9433  -0.541
O: 1.9587 2.6456 -0.3717  -0.495
H: 4.6189 4.3219 0.1001  0.335
H: 3.7931 4.0895 -1.4788  0.227
H: 2.9870 5.0214 -0.2035  0.283
C: 1.5839 4.6224 -4.5801  -0.655
N: 2.2028 5.6756 -3.7269  0.901
O: 2.9721 6.4425 -4.2577  -0.504
O: 1.9017 5.6838 -2.5482  -0.542
H: 1.9685 4.7425 -5.5865  0.252
H: 1.8592 3.6630 -4.1520  0.264
H: 0.5079 4.7589 -4.5268  0.297
C: 2.0461 -8.6436 -0.4474  -0.697
N: 2.5419 -7.7057 0.5978  0.855
O: 3.1587 -8.1584 1.5269  -0.484
O: 2.2918 -6.5163 0.4430  -0.550
H: 2.3495 -9.6452 -0.1689  0.321
H: 0.9652 -8.5465 -0.4846  0.265
H: 2.4842 -8.3351 -1.3918  0.275
C: -4.7411 2.4192 4.8367  -0.758
N: -3.4139 1.9315 4.3684  0.876
O: -3.0676 0.8127 4.6932  -0.530
O: -2.7563 2.6839 3.6792  -0.505
H: -5.2095 1.6474 5.4308  0.350
H: -4.5670 3.3224 5.4142  0.288
H: -5.3223 2.6534 3.9495  0.291
C: -5.5371 1.6373 9.3549  -0.695
N: -6.2517 2.3059 8.2324  0.846
O: -6.4446 1.6644 7.2154  -0.545
O: -6.5954 3.4531 8.4034  -0.495
H: -5.2981 0.6261 9.0506  0.311
H: -4.6465 2.2235 9.5601  0.283
H: -6.2018 1.6575 10.2131  0.288
C: 5.9110 6.5351 -7.0528  -0.734
N: 5.0088 5.4709 -6.5352  0.879
O: 5.4240 4.7454 -5.6558  -0.531
O: 3.9019 5.4050 -7.0270  -0.499
H: 6.8513 6.4699 -6.5199  0.309
H: 6.0332 6.3620 -8.1176  0.286
H: 5.4115 7.4839 -6.8822  0.291

***

Record 2
This record from the OMol25 dataset describes a gas-phase ion, CH3N4Si (charge -1). The level of theory is ωB97M-V/def2-TZVPD.

Values from the calculation:
- LUMO energy: 4.23 eV
- Total charge: -1
- 2S+1: 1

Each line ends with the Mulliken charge.
Element x y z (Å)
C: 1.8489 0.8325 0.6526  0.199
N: 2.2334 2.5978 -1.5183  0.473
N: 1.6505 1.5585 -1.6092  -0.149
N: 2.6964 1.5108 1.0655  -0.558
N: 2.7770 3.6145 -1.7650  -0.704
Si: 0.5774 0.2538 -0.7334  0.312
H: -0.6521 0.9207 -0.4061  -0.171
H: 0.0367 -1.1795 -0.1807  -0.214
H: 0.5200 -0.2185 -2.1602  -0.187

***

Record 3
This record from the OMol25 dataset describes C16H17N3O3S in the gas phase. The level of theory is ωB97M-V/def2-TZVPD.

Values from the calculation:
- SMILES: CC(C)(C)c1csc(NC(=O)Cn2c(=O)oc3ccccc32)n1
- LUMO energy: 0.48 eV
- Total charge: 0
- 2S+1: 1

Each line ends with the Mulliken charge.
Element x y z (Å)
C: 4.3795 1.9524 0.6471  -1.801
H: 4.6583 3.0013 0.5804  0.447
H: 4.7926 1.5452 1.5667  0.358
H: 4.8226 1.4235 -0.1941  0.388
C: 2.8525 1.8181 0.6221  2.383
C: 2.4728 0.3620 0.6890  -0.769
C: 2.8211 -0.5054 1.6781  -0.484
S: 2.1605 -2.0736 1.4029  -0.283
C: 1.4475 -1.4282 -0.0713  0.383
N: 1.7077 -0.1925 -0.2879  -0.138
N: 0.7010 -2.2563 -0.8783  -0.046
C: -0.2432 -1.9359 -1.8136  0.526
O: -0.6889 -2.7876 -2.5464  -0.633
C: -0.7535 -0.4967 -1.8023  -0.908
N: -1.7213 -0.3504 -0.7434  0.358
C: -2.9260 -1.0232 -0.6310  0.861
C: -3.5595 -1.9617 -1.4230  -0.569
C: -4.7961 -2.4148 -0.9877  -0.787
C: -5.3735 -1.9508 0.1865  -0.407
C: -4.7391 -1.0081 0.9848  -0.934
C: -3.5120 -0.5577 0.5512  0.472
O: -2.6812 0.3639 1.1291  -0.417
C: -1.5889 0.4992 0.3338  0.267
O: -0.6805 1.2512 0.5529  -0.513
H: -5.1784 -0.6408 1.8970  0.461
H: -6.3374 -2.3295 0.4886  0.382
H: -5.3211 -3.1483 -1.5798  0.390
H: -3.1065 -2.3328 -2.3273  0.458
H: -1.2289 -0.2937 -2.7669  0.340
H: 0.0615 0.2043 -1.6078  0.441
H: 0.9053 -3.2475 -0.8092  0.287
H: 3.4156 -0.3312 2.5508  0.484
C: 2.2950 2.4312 -0.6623  -1.624
H: 1.2116 2.3609 -0.6531  0.192
H: 2.5808 3.4782 -0.7278  0.478
H: 2.6762 1.9069 -1.5350  0.391
C: 2.2343 2.5341 1.8284  -1.542
H: 1.1554 2.4044 1.8113  0.304
H: 2.4614 3.5966 1.7858  0.436
H: 2.6228 2.1331 2.7617  0.369

***

Record 4
This record from the OMol25 dataset describes 7 unconnected molecules or ions with the total composition C21H28O21. The level of theory is ωB97M-V/def2-TZVPD.

Values from the calculation:
- SMILES: O=C1OCCO1.O=C1OCCO1.O=C1OCCO1.O=C1OCCO1.O=C1OCCO1.O=C1OCCO1.O=C1OCCO1
- LUMO energy: 0.26 eV
- Total charge: 0
- 2S+1: 1

Each line ends with the Mulliken charge.
Element x y z (Å)
C: -10.1074 -1.9932 1.7171  -0.264
C: -10.2807 -3.2763 0.9234  -0.247
O: -9.1040 -3.3592 0.2165  -0.325
C: -8.3414 -2.2963 0.3616  0.698
O: -7.2406 -2.1914 -0.1256  -0.556
O: -8.8923 -1.4171 1.2043  -0.321
H: -9.8878 -2.3091 2.7369  0.239
H: -10.9856 -1.3535 1.8050  0.307
H: -11.0612 -3.3261 0.1642  0.250
H: -10.3278 -4.1611 1.5582  0.219
C: -0.9237 9.3421 -2.2898  -0.234
C: -2.0149 8.3134 -1.9778  -0.264
O: -1.3478 7.0965 -2.0552  -0.295
C: -0.0716 7.2643 -1.9828  0.693
O: 0.6891 6.3420 -1.6289  -0.578
O: 0.2717 8.5954 -2.0725  -0.327
H: -0.9094 10.2193 -1.6430  0.260
H: -0.8993 9.6378 -3.3386  0.240
H: -2.8731 8.2783 -2.6489  0.265
H: -2.4683 8.5251 -1.0094  0.241
C: 7.1590 -0.5617 -3.8956  -0.299
C: 7.6056 0.2594 -2.7502  -0.186
O: 6.9424 1.5420 -3.0131  -0.334
C: 6.3394 1.5275 -4.2518  0.682
O: 5.7632 2.4562 -4.8068  -0.546
O: 6.5223 0.3019 -4.7982  -0.334
H: 6.3684 -1.2730 -3.6566  0.240
H: 8.0315 -1.0674 -4.3092  0.263
H: 8.6954 0.2593 -2.7302  0.271
H: 7.1809 -0.1824 -1.8487  0.243
C: -4.4438 1.5011 5.3998  -0.277
C: -3.4129 1.0839 4.3268  -0.240
O: -3.1546 2.2842 3.6829  -0.292
C: -4.0375 3.1911 4.0252  0.726
O: -4.0489 4.3205 3.5806  -0.572
O: -4.9406 2.6365 4.7948  -0.335
H: -4.1879 1.6937 6.4417  0.245
H: -5.3089 0.8436 5.4867  0.215
H: -3.9137 0.3386 3.7089  0.244
H: -2.4830 0.6503 4.6947  0.286
C: -3.7275 -6.2757 -4.2771  -0.315
C: -2.5575 -5.5130 -3.6396  -0.268
O: -2.4175 -4.5196 -4.6532  -0.339
C: -3.5510 -4.3145 -5.3379  0.711
O: -3.7784 -3.2931 -5.9578  -0.539
O: -4.3878 -5.3161 -4.9924  -0.328
H: -4.4176 -6.5629 -3.4837  0.269
H: -3.4442 -7.1155 -4.9114  0.282
H: -1.6726 -6.1406 -3.5330  0.266
H: -2.7755 -5.0265 -2.6889  0.260
C: 0.5982 -0.1109 -0.7108  -0.302
C: 1.5036 -0.3280 -1.9086  -0.289
O: 2.1193 -1.5282 -1.4996  -0.314
C: 2.3113 -1.3999 -0.1835  0.725
O: 3.2632 -1.9446 0.4824  -0.645
O: 1.4950 -0.5637 0.3093  -0.273
H: -0.2934 -0.7345 -0.6452  0.228
H: 0.2273 0.9090 -0.6097  0.321
H: 2.1207 0.5660 -1.9983  0.250
H: 1.1015 -0.6415 -2.8720  0.298
C: 9.3559 -2.1918 6.2426  -0.286
C: 8.5898 -2.3200 4.9842  -0.257
O: 9.3315 -1.4781 4.1498  -0.320
C: 10.5508 -1.3427 4.5914  0.724
O: 11.4619 -0.8598 3.9736  -0.563
O: 10.6391 -1.8834 5.7632  -0.332
H: 9.5108 -3.1561 6.7266  0.262
H: 8.9163 -1.4770 6.9382  0.257
H: 7.6201 -1.8409 5.1195  0.258
H: 8.4067 -3.3329 4.6257  0.256

***

Number 1: HOMO energy -11.7 eV. Number 2: HOMO energy -4.7 eV. Number 3: HOMO energy -8.6 eV. Number 4: HOMO energy -10.4 eV.